#i
DFT (ωB97M-V/def2-TZVPD) results for a cluster of 2 separate species, C4H7N2 in total.

Structure (XYZ):
```
13
Properties=species:S:1:pos:R:3:nbo_charge:R:1
C 0.741 -1.155 0.478 0.0153
C 1.467 -0.710 -0.562 0.1683
C 1.414 0.672 -0.380 0.0466
C -1.121 0.517 -0.041 -0.0824
N -1.878 -0.628 -0.287 -0.8174
N 0.301 0.221 0.341 -0.1792
H 0.297 -2.009 0.930 0.2837
H 3.801 1.605 1.269 0.0158
H 1.532 1.551 -0.975 0.2724
H -1.517 1.066 0.824 0.2492
H -1.110 1.178 -0.912 0.2267
H -2.155 -1.210 0.485 0.3977
H -1.772 -1.099 -1.170 0.4033
```

Values from the calculation:
Charge: +1
Highest occupied orbital energy (spin up / spin down) (eV): -14.3 / -14.5



#ii
DFT (ωB97M-V/def2-TZVPD) results for the ion C4H7N2 with charge +1.

Structure (XYZ):
```
13
Properties=species:S:1:pos:R:3:nbo_charge:R:1
C -1.625 0.871 -0.007 0.0050
C 0.190 -1.938 0.244 0.0458
C -0.192 0.421 -0.329 -0.0819
C 1.127 0.918 0.232 -0.6461
N -2.349 -0.099 -0.030 0.1232
N -0.474 -0.991 -0.295 -0.2497
H -1.977 1.865 -0.143 0.3044
H -0.224 -2.963 0.332 0.2582
H 1.191 -1.668 0.438 0.2113
H -0.020 0.592 -1.444 0.2718
H 1.329 2.030 -0.012 0.2776
H 1.850 0.268 -0.297 0.2439
H 1.172 0.696 1.311 0.2366
```

Values from the calculation:
Charge: +1
Highest occupied orbital energy (spin up / spin down) (eV): -15.7 / -15.9



#iii
DFT (ωB97M-V/def2-TZVPD) results for a cluster of 2 separate species, C4H7N2 in total.

Structure (XYZ):
```
13
Properties=species:S:1:pos:R:3:nbo_charge:R:1
C 0.149 -0.788 0.002 0.3523
C -0.591 -2.242 1.321 -0.2984
C 0.701 -1.935 0.634 0.0154
C -0.051 2.012 -0.554 -0.4547
N -0.555 -0.878 1.088 -0.1946
N 0.866 1.021 -0.783 -0.3653
H -1.383 -2.811 0.660 0.2576
H -1.012 -2.399 2.324 0.2797
H 1.684 -2.100 1.061 0.2737
H -0.421 2.007 0.504 0.2357
H -0.922 2.080 -1.105 0.2116
H 0.738 3.031 -0.598 0.3058
H 1.013 0.862 -1.772 0.3811
```

Values from the calculation:
Charge: +1
Highest occupied orbital energy (spin up / spin down) (eV): -14.7 / -14.7



#iv
DFT (ωB97M-V/def2-TZVPD) results for the ion C4H7N2 with charge +1.

Structure (XYZ):
```
13
Properties=species:S:1:pos:R:3:nbo_charge:R:1
C 1.102 1.043 -0.151 0.0862
N 1.826 -0.029 -0.184 -0.3185
C 1.073 -1.114 -0.091 -0.0212
N -0.528 -0.646 0.236 -0.4442
C -1.586 0.297 -0.456 -0.1675
C -0.309 0.897 0.224 -0.1197
H 1.681 2.010 -0.269 0.2617
H 1.214 -1.747 -1.024 0.2620
H 1.322 -1.722 0.787 0.2351
H -0.854 -1.080 1.133 0.4440
H -1.843 0.433 -1.525 0.2740
H -2.529 0.379 0.126 0.2565
H -0.567 1.281 1.195 0.2516
```

Values from the calculation:
SMILES: C1=NC[N@@H+]2C[C@H]12
Charge: +1
Highest occupied orbital energy (eV): -15.6



The data favor #iv; the next most stable structure lies 43.4 kcal/mol above it.



#i
DFT (ωB97M-V/def2-TZVPD) results for a structure of composition C4H7N2.

Structure (XYZ):
```
13
Properties=species:S:1:pos:R:3:nbo_charge:R:1
C 0.125 -0.519 2.057 0.0567
C 0.578 -0.268 0.552 0.3325
C 1.783 -0.513 -0.204 -0.7386
C -2.043 0.836 -1.562 0.0436
N -0.949 0.169 1.870 -0.1584
N -0.617 0.113 0.380 -0.2782
H 0.588 -0.757 3.039 0.2421
H 1.687 -0.589 -1.297 0.2659
H 2.432 -1.366 0.080 0.2894
H 2.510 0.323 -0.062 0.2933
H -2.987 0.531 -1.362 0.1881
H -1.176 0.118 -1.822 0.2462
H -1.928 1.922 -1.667 0.2175
```

Values from the calculation:
Charge: +1
Highest occupied orbital energy (spin up / spin down) (eV): -14.4 / -14.4



#ii
DFT (ωB97M-V/def2-TZVPD) results for the ion C4H7N2 with charge +1.

Structure (XYZ):
```
13
Properties=species:S:1:pos:R:3:nbo_charge:R:1
C -1.530 0.364 0.315 -0.1198
C -1.692 -0.851 -0.293 0.0394
C 1.665 0.111 0.666 -0.0980
C 0.624 0.752 -0.330 -0.0032
N -0.555 1.188 0.159 -0.0787
N 0.952 -0.639 -0.289 -0.6267
H -2.474 0.682 0.782 0.2456
H -0.996 -1.226 -1.064 0.2346
H -2.678 -1.364 -0.150 0.2405
H 2.641 0.398 0.488 0.2203
H 1.547 0.067 1.751 0.2330
H 1.070 1.627 -0.989 0.2914
H 1.425 -1.108 -1.047 0.4216
```

Values from the calculation:
Charge: +1
Highest occupied orbital energy (spin up / spin down) (eV): -14.9 / -14.9



The data favor #ii; the next most stable structure lies 54.4 kcal/mol above it.



#i
DFT (ωB97M-V/def2-TZVPD) results for the ion C4H7N2 with charge +1.

Structure (XYZ):
```
13
Properties=species:S:1:pos:R:3:nbo_charge:R:1
C 0.544 0.496 -1.482 -0.2991
C 0.868 0.433 -0.144 -0.3080
C 0.061 -0.603 0.571 0.0008
C 0.316 -1.964 0.529 -0.0500
N -1.101 -0.304 1.140 0.0149
N -1.592 0.900 1.060 -0.4088
H -0.047 -0.272 -1.853 0.1958
H 1.151 0.987 -2.223 0.2326
H 1.666 1.016 0.317 0.2615
H -0.397 -2.491 1.085 0.2337
H 1.165 -2.354 -0.061 0.2498
H -1.151 1.649 0.500 0.4253
H -2.490 1.055 1.644 0.4516
```

Values from the calculation:
SMILES: C=CC(=C)N=[NH2+]
Charge: +1
Highest occupied orbital energy (eV): -14.9



#ii
DFT (ωB97M-V/def2-TZVPD) results for a structure of composition C4H7N2.

Structure (XYZ):
```
13
Properties=species:S:1:pos:R:3:nbo_charge:R:1
C -1.353 0.798 0.280 -0.1726
C -1.307 -0.512 0.123 -0.0823
C 1.081 -0.681 0.239 -0.0652
C 0.033 0.814 -0.614 0.1601
N 1.108 0.839 0.192 -0.6312
N -0.079 -0.627 -0.678 -0.3968
H -1.955 1.441 0.974 0.2787
H -2.055 -1.408 0.376 0.2754
H 2.124 -1.150 -0.114 0.2501
H 0.954 -1.232 1.248 0.2380
H 0.201 1.483 -1.486 0.2483
H 1.405 1.408 0.966 0.4368
H -0.159 -1.173 -1.505 0.4607
```

Values from the calculation:
Charge: +1
Highest occupied orbital energy (eV): -13.8



#iii
DFT (ωB97M-V/def2-TZVPD) results for the ion C4H7N2 with charge +1.

Structure (XYZ):
```
13
Properties=species:S:1:pos:R:3:nbo_charge:R:1
C 2.691 0.274 -0.053 -0.1311
C 1.556 -0.394 -0.389 -0.3273
C 0.275 0.228 -0.063 0.5831
N -0.332 1.439 0.324 -0.4277
N -1.020 0.199 -0.303 -0.1652
C -2.251 -0.394 0.100 -0.4207
H 3.602 -0.220 -0.328 0.2358
H 2.784 1.170 0.648 0.2540
H 1.381 -1.252 -0.872 0.2533
H -0.407 2.242 -0.354 0.4030
H -2.449 -0.408 1.113 0.2428
H -3.140 0.314 -0.341 0.2487
H -2.218 -1.255 -0.514 0.2511
```

Values from the calculation:
SMILES: C=CC1=[NH+]N1C
Charge: +1
Highest occupied orbital energy (eV): -15.1



#iv
DFT (ωB97M-V/def2-TZVPD) results for the ion C4H7N2 with charge +1.

Structure (XYZ):
```
13
Properties=species:S:1:pos:R:3:nbo_charge:R:1
C -1.566 0.410 0.144 0.0300
C -1.113 -0.941 -0.001 -0.0969
C 1.446 0.248 0.572 -0.2359
C 0.575 1.001 -0.355 0.0616
N -0.766 1.358 -0.057 -0.3174
N 0.826 -0.441 -0.517 -0.4527
H -2.614 0.613 0.551 0.2778
H -0.991 -1.822 0.616 0.2700
H -1.562 -1.398 -0.926 0.2520
H 2.527 0.260 0.747 0.2709
H 1.056 -0.096 1.521 0.2292
H 0.891 1.742 -0.962 0.2495
H 1.290 -0.934 -1.332 0.4619
```

Values from the calculation:
Charge: +1
Highest occupied orbital energy (eV): -15.4



The data favor #i; the next most stable structure lies 14.0 kcal/mol above it.



#i
DFT (ωB97M-V/def2-TZVPD) results for the molecule C4H7ClO.

Structure (XYZ):
```
13
Properties=species:S:1:pos:R:3:nbo_charge:R:1
C -0.738 1.557 -0.401 -0.5158
C -0.434 0.490 0.295 0.2660
C 0.802 0.233 0.912 -0.3529
Cl 1.966 -0.404 -0.407 -0.1114
O -1.190 -0.596 0.538 -0.5062
C -2.337 -0.781 -0.380 -0.2548
H 0.029 2.369 -0.508 0.2200
H -1.809 1.915 -0.585 0.2153
H 0.756 -0.463 1.759 0.2451
H 1.274 1.148 1.230 0.2209
H -3.151 -1.424 0.045 0.2020
H -2.725 0.230 -0.558 0.1816
H -2.037 -1.144 -1.324 0.1903
```

Values from the calculation:
SMILES: C=C(CCl)OC
Highest occupied orbital energy (eV): -9.1



#ii
DFT (ωB97M-V/def2-TZVPD) results for a structure of composition C4H7ClO.

Structure (XYZ):
```
13
Properties=species:S:1:pos:R:3:nbo_charge:R:1
C 2.878 -0.460 0.146 -0.2645
C 0.602 -0.323 -0.009 0.1110
C -0.576 0.281 0.106 -0.1228
C -0.733 1.705 0.087 -0.6701
H 3.735 0.145 -0.176 0.1966
H 3.073 -1.438 -0.138 0.1815
H 3.061 -0.564 1.228 0.1795
H 0.473 -1.502 0.137 0.1804
H 0.342 2.089 0.837 0.2382
H -0.592 2.093 -1.151 0.2347
H -1.861 2.235 0.517 0.2620
O 1.765 0.234 -0.365 -0.4777
Cl -2.081 -0.715 -0.019 -0.0488
```

Values from the calculation:
Highest occupied orbital energy (eV): -8.6



#iii
DFT (ωB97M-V/def2-TZVPD) results for a cluster of 2 separate species, C4H7ClO in total.

Structure (XYZ):
```
13
Properties=species:S:1:pos:R:3:nbo_charge:R:1
O 0.697 -1.806 0.320 -0.7002
C -0.383 -1.211 -0.330 -0.1161
C -0.543 0.160 -0.002 -0.0174
C -0.286 1.214 0.782 -0.1770
C -1.171 1.515 -0.350 -0.4165
H 0.981 -1.348 1.081 0.4846
H -0.192 -1.452 -1.370 0.2157
H -1.287 -1.820 0.083 0.2020
H 0.077 1.772 1.625 0.2327
H -2.248 1.693 -0.234 0.1794
H -0.665 2.227 -1.046 0.1773
Cl 2.856 0.133 -0.373 -0.3801
H 2.166 -1.078 -0.186 0.3155
```

Values from the calculation:
SMILES: OCC1=CC1.Cl
Highest occupied orbital energy (eV): -9.1



#iv
DFT (ωB97M-V/def2-TZVPD) results for the molecule C4H7ClO.

Structure (XYZ):
```
13
Properties=species:S:1:pos:R:3:nbo_charge:R:1
C 0.041 0.374 2.049 -0.6511
C 0.368 -0.348 0.714 0.0659
O 1.469 0.111 -0.076 -0.5002
C 0.048 0.314 -0.608 0.0276
C -0.174 -0.465 -1.964 -0.3257
Cl -1.569 0.356 -2.949 -0.1083
H -0.605 1.229 1.879 0.2182
H -0.427 -0.431 2.598 0.2244
H 0.895 0.878 2.521 0.2368
H -0.019 -1.396 0.477 0.1754
H -0.222 1.357 -0.470 0.1988
H -0.530 -1.449 -1.684 0.2113
H 0.724 -0.530 -2.488 0.2269
```

Values from the calculation:
SMILES: C[C@@H]1O[C@H]1CCl
Highest occupied orbital energy (eV): -10.4



The data favor #i; the next most stable structure lies 10.3 kcal/mol above it.